Density functional theory data (wB97M-V/def2-TZVPD) for 3 unconnected molecules or ions with the total composition C3H14NO2S at a distorted geometry.

Positions of all 21 atoms, in Å:
C  -1.48581  -1.05646  0.23871
C  -0.54847  0.05028  -0.30150
C  -0.80145  1.32641  0.52966
S  -1.05616  2.85532  -0.41952
N  0.89390  -0.42663  -0.13272
H  -2.51151  -0.77697  -0.09560
H  -1.61547  -1.06056  1.29735
H  -1.15445  -2.02295  -0.14357
H  -0.65974  0.07883  -1.36899
H  -1.69391  1.17117  1.14729
H  -0.02180  1.48250  1.28047
H  -0.95395  2.36639  -1.64824
H  1.53723  0.01382  -0.85175
H  1.29756  -0.36188  0.79695
H  0.93606  -1.41421  -0.43486
H  0.71778  -2.40113  2.65023
H  0.42579  -3.03221  1.50157
O  0.96227  -2.24284  1.71673
H  1.65606  1.61684  -2.64280
H  2.31235  2.30507  -1.43633
O  1.76372  1.52920  -1.68309

The value obtained for the energy above the lowest of the compared OMol25 structures with the same formula, charge and spin is 22.74 kcal per mole. The HOMO energy comes out at -12.422 eV. The value obtained for the HOMO-LUMO gap is 0.34395 Eh. Its total charge is +1.


Density functional theory data (wB97M-V/def2-TZVPD) for 10 unconnected molecules or ions with the total composition C20H60O10S5 at a distorted geometry.

Positions of all 95 atoms, in Å:
C  2.44685  -4.72386  -0.77259
C  2.26985  -6.20686  -0.56759
O  3.19185  -6.43186  0.51941
H  2.31085  -4.21586  0.17841
H  1.69285  -4.37986  -1.54159
H  3.50385  -4.51086  -0.93359
H  2.72285  -6.87486  -1.47859
H  1.14285  -6.43786  -0.28559
H  2.81885  -7.27586  0.99841
C  1.46785  -3.98686  3.03941
C  2.54485  -2.92786  3.03841
O  2.23985  -1.80586  3.85341
H  1.82985  -5.01086  2.40641
H  0.40985  -3.75086  2.76841
H  1.38885  -4.18086  3.94041
H  2.68585  -2.46186  2.20941
H  3.48885  -3.46786  3.27741
H  1.80685  -1.03086  3.36641
C  2.93285  4.77114  -1.83859
C  2.13385  3.52914  -2.22359
O  0.88085  3.57214  -1.64959
H  4.01885  4.60414  -1.77959
H  2.67785  5.15114  -0.81259
H  2.82385  5.82214  -2.51459
H  2.61085  2.66914  -1.87259
H  2.21485  3.39114  -3.37059
H  0.46485  2.94914  -2.03859
C  2.13085  -1.06786  -4.91559
C  1.47885  0.15814  -4.70859
O  0.85585  0.07214  -3.35959
H  2.45085  -1.09486  -5.92459
H  1.48885  -2.05586  -4.58259
H  2.98585  -0.95986  -4.47259
H  0.54085  0.42614  -5.54659
H  2.11985  0.94814  -4.82759
H  0.37885  0.85114  -3.28059
C  -3.52115  -3.53586  -2.62559
C  -2.69315  -3.72486  -1.35359
O  -1.39715  -4.33786  -1.56259
H  -4.47015  -2.62286  -2.60659
H  -4.12215  -4.45986  -2.96259
H  -2.88515  -3.34686  -3.51559
H  -3.19215  -4.33686  -0.74659
H  -2.48115  -2.83386  -0.93559
H  -1.48515  -5.16786  -1.91959
C  -2.74915  0.38514  -3.62359
S  -2.34615  2.12414  -3.23459
O  -0.84115  2.06214  -3.01259
C  -2.39215  2.47314  -5.00859
H  -3.70915  0.33814  -3.89959
H  -2.64415  -0.34186  -2.63559
H  -2.02815  0.15214  -4.38759
H  -2.43515  3.51814  -5.14859
H  -3.39115  2.32414  -5.24659
H  -1.76215  2.01114  -5.66259
C  4.20185  3.65114  1.98941
S  3.72185  2.34014  3.05541
O  4.66185  2.47614  4.26141
C  2.10085  2.92814  3.54341
H  5.14385  3.55814  1.45841
H  4.07185  4.41314  2.61741
H  3.42785  3.70814  1.23041
H  1.54485  2.42714  4.33741
H  1.34585  2.50014  2.77341
H  2.01985  3.99014  3.84741
C  -0.43515  1.27214  0.26241
S  0.91885  0.10814  0.61541
O  1.04085  -0.04786  2.14241
C  0.15885  -1.30586  0.10441
H  -0.44715  1.16114  -0.80259
H  -0.01715  2.10614  0.50541
H  -1.43015  0.82914  0.57441
H  -0.46615  -1.53286  0.80941
H  0.63285  -2.18986  0.19341
H  -0.15015  -1.12386  -0.90159
C  -3.44515  3.22914  0.01141
S  -4.25915  3.18414  1.55341
O  -4.13015  1.73014  2.11941
C  -3.08815  4.17814  2.51541
H  -3.71915  4.11814  -0.59659
H  -3.71515  2.31514  -0.61659
H  -2.35915  3.12314  0.17141
H  -3.19615  4.32414  3.52041
H  -3.05015  5.22514  1.99941
H  -2.19415  3.65814  2.58841
C  -1.48515  -0.31186  4.03341
S  -2.78815  -1.18186  5.00241
O  -1.89415  -2.00986  6.06141
C  -3.41715  0.40714  5.70141
H  -1.95815  0.29814  3.30141
H  -0.87015  -1.04886  3.71541
H  -0.76215  0.34014  4.51041
H  -3.59015  1.18414  4.93741
H  -2.55515  0.92214  6.31441
H  -4.17615  0.31214  6.32941

The value obtained for the energy above the lowest of the compared OMol25 structures with the same formula, charge and spin is 0.00 kcal per mole. The HOMO energy comes out at -8.249 eV. The value obtained for the HOMO-LUMO gap is 0.29039 Eh. Its total charge is 0.